(1)
Computed, not measured: a molecular structure, C31H35F3LiN9O4SSi, with ωB97M-V/def2-TZVPD.

```
85
Properties=species:S:1:pos:R:3
C -1.76206 -1.37028 3.27864
C 0.28346 -1.52619 4.16199
N -0.66805 4.15565 2.04701
H 1.04357 7.12645 1.53614
H 2.39361 -3.08578 3.12820
H 0.10805 -3.57779 2.01444
C 0.14602 -4.57995 1.54010
H -0.11547 0.60784 -2.03446
S -1.93948 0.06255 -5.33785
C -5.77703 1.63334 -2.64272
H 5.56973 0.66302 3.64364
H 1.17656 -4.95877 1.53056
H 1.08921 -1.66970 4.90337
H 0.28214 -2.73226 -1.85841
H 1.33537 5.86263 -1.87298
C 0.78428 -3.54580 -1.29307
H -2.81135 -1.32199 3.09009
C -0.02741 -6.31087 -0.80085
F -2.13644 -2.34603 -6.43770
H -4.25668 2.25906 -3.87889
H 2.41516 4.52641 -1.47447
H 1.05222 -6.46703 -0.68961
C -4.05033 -1.68219 -2.28614
H 2.56678 1.16482 -2.27145
C -4.83807 0.58093 -2.15695
Li -1.37587 0.05867 0.61500
H -5.72581 3.18490 -3.94935
C 2.81114 -1.06575 2.61408
C -1.58107 -1.77017 -5.37887
N -5.18498 2.44437 -3.55706
H -2.12415 -1.90690 -1.37320
N -1.61170 3.31796 1.85236
N -2.80297 -0.00895 -1.05338
C 5.12442 -1.37130 4.24067
O -1.38132 0.66019 -4.15687
H -0.57998 -5.24569 2.06083
N -0.91120 -1.07898 2.26013
H -3.66054 1.91236 -1.06351
H -5.98880 -1.11871 -2.95715
F -2.08809 -2.42896 -4.26517
O -3.36999 0.06927 -5.36974
C -5.06865 -0.76298 -2.49045
H 3.63041 0.19974 0.12882
C 4.87033 -0.15502 3.57174
C 2.58861 0.24791 -0.13502
H -0.26687 -6.48529 -1.91764
H 3.63322 0.91756 2.24802
H -1.42507 -1.94212 5.44413
O -6.89604 1.77193 -2.20185
N 7.05216 -1.80095 5.97234
H -0.26387 6.25263 0.68930
H -0.58222 -7.04268 -0.21905
C 0.73966 6.68533 0.63471
C -2.94600 -1.25943 -1.59449
H 2.75007 5.99072 0.35054
C 6.15411 -1.56352 5.24284
N 0.36113 -0.21817 -0.13806
C 4.17738 -2.44566 4.05795
C 0.05821 2.61333 0.68327
C 0.69026 0.30046 -1.34971
C 1.50697 -0.23662 0.60644
C 1.71385 4.43376 1.27935
N 0.42614 3.74319 1.33266
Si -0.36195 -4.54675 -0.25719
H 0.70036 4.32017 -1.19516
C 0.36287 -1.11400 2.76035
H 0.67876 2.00401 -0.00590
C 3.76295 -0.04386 2.74015
H 1.54208 -3.08094 -0.70308
C 2.04972 0.70968 -1.40621
C -3.73695 0.85093 -1.35993
H 4.41061 -3.34175 4.59441
H 0.77084 7.49897 -0.17126
C 1.56104 -0.82743 1.98945
C 3.04736 -2.25444 3.28144
H 2.40519 3.64401 1.02016
C -1.05029 -1.67015 4.49126
N -1.21525 2.36466 0.97412
H 1.96900 4.86756 2.28049
C 1.73977 5.58270 0.27683
O -1.29824 0.51932 -6.55193
C 1.52516 5.05319 -1.15271
H -4.05053 -2.65636 -2.74419
F -0.29120 -1.93776 -5.38951
H 1.16205 -4.30627 -2.02484
```

Electronic energy (eV): -81387.85348
Net charge: -2

***

(2)
Computed, not measured: a molecular structure, C4H9N2O2, with ωB97M-V/def2-TZVPD.

```
17
Properties=species:S:1:pos:R:3
C 1.46455 1.06958 -1.15212
H 0.37446 1.32213 0.71268
H 2.34147 0.52406 -0.77044
C -2.09247 0.54458 0.21903
C 1.01556 -1.05583 0.49883
H 1.56881 2.15665 -1.01357
H -1.66058 0.80778 1.18904
N -0.05114 -1.82534 1.02386
H 1.26025 0.83878 -2.20094
O 2.00405 -0.70588 1.23737
O -2.78087 -0.65448 0.31641
H -0.06321 -2.74915 0.60455
H -2.90672 1.21352 -0.09698
H -1.06316 -1.58264 1.00258
C 0.32159 0.70182 -0.19614
H 1.19026 -1.29595 -0.58953
N -0.92284 0.69037 -0.78462
```

2S+1: 2
<S²>: 0.77
ΔE to the lowest compared entry with this formula, charge and spin (kJ/mol): 361.6
Net charge: -2

***

(3)
Computed, not measured: a molecular structure, C5H13ClI2IrO2P, with ωB97M-V/def2-TZVPD.

```
25
Properties=species:S:1:pos:R:3
Ir -0.39059 1.06847 -0.18634
H 1.11264 -2.66768 -2.03324
P 0.28532 -1.10937 -0.43906
H -0.25063 -1.82000 -2.73199
H 2.09479 -2.55338 0.08137
Cl -0.58100 0.00082 2.05191
H -0.65678 3.20285 3.06415
H -1.96067 -2.11709 -0.40368
H 1.30703 -1.04379 -2.65410
H -1.13787 -2.26029 1.14812
C 1.80146 -1.54784 0.42078
H 0.37116 3.98022 1.80957
C -0.03376 3.01856 2.15764
C -0.91894 0.93507 -1.95717
H 2.58247 -0.81478 0.15824
H -1.85127 2.56472 1.34828
I -3.05937 2.66547 -1.08344
C 0.63541 -1.70082 -2.12848
O -1.32863 0.70920 -3.04276
H 0.77034 2.27201 2.32661
O -0.91227 2.65780 1.05807
C -0.99657 -2.31765 0.06789
H 1.60289 -1.52060 1.49766
I 2.20339 1.72609 -0.31819
H -0.68852 -3.32801 -0.21184
```

2S+1: 6
<S²>: 8.78
ΔE to the lowest compared entry with this formula, charge and spin (kJ/mol): 43.6
Net charge: +3

***

(4)
Computed, not measured: a single CH2NP molecule, with ωB97M-V/def2-TZVPD.

```
5
Properties=species:S:1:pos:R:3
H 1.12438 -0.46487 0.09735
H -0.84491 0.50901 0.15118
P 0.24704 0.04065 -0.86749
C 0.74603 1.71405 -0.73639
N 1.03421 2.95348 -0.95940
```

ΔE to the lowest compared entry with this formula, charge and spin (kJ/mol): 114.3
SMILES: N#CP

***

(5)
Computed, not measured: a molecular structure, C29H32N5O7OsS4, with ωB97M-V/def2-TZVPD.

```
78
Properties=species:S:1:pos:R:3
S -3.09732 -1.18150 -0.04586
C 4.73425 -2.91961 -2.35452
H -3.68889 3.58797 3.19520
C 0.01885 2.52370 5.68019
C 0.92349 -2.24962 -1.85544
H 1.82946 2.63148 -2.43051
N 7.33450 -3.92562 0.00954
H 7.64204 -4.79640 -0.38065
H 6.45960 -1.58001 0.83706
S 1.03062 -3.60270 -2.89666
H 4.26681 -3.27016 -3.26478
C -0.92489 -3.33712 -1.26033
C -0.13919 1.54013 4.71242
O -1.47345 2.65626 0.65241
H -5.30612 -0.65380 0.05783
N -0.15016 -2.20039 -1.11289
N 1.70886 -1.19008 -1.54598
H -0.85165 -5.14348 -2.47049
C 4.34622 -1.70318 -1.79902
C -4.50043 -0.29893 0.70348
N 0.33280 1.15502 -2.11015
H 0.40329 3.21393 -1.56824
O 2.50781 2.98846 0.13121
C -0.69681 1.86010 3.48242
H -1.78696 -3.50732 -0.63913
C -0.36917 3.83122 5.42294
H -3.86239 1.62177 -0.06455
O 0.57708 -1.20456 1.36276
C 1.81290 2.16290 -0.38600
H -2.91578 1.15033 2.30742
C -3.49549 -0.82497 -1.74171
H 7.79419 -3.59372 0.83639
C -4.11160 -0.35730 -4.38232
C 1.07875 2.36921 -1.68910
H 0.18471 0.52560 4.90414
N 1.51278 0.93714 0.26456
H 4.68269 -0.26527 -0.23779
H -1.21176 5.18379 3.97929
H -0.81014 1.09448 2.72489
C -3.27336 0.51468 -3.70218
C -3.84084 1.69078 2.11256
C 1.52864 -0.66332 2.10398
C 5.96509 -1.95752 -0.04885
C -4.33769 -1.70661 -2.40570
H 6.04639 -4.59536 -2.19524
O 2.74733 -1.31367 -3.79094
C -4.64864 -1.46272 -3.73405
H -0.22949 4.59775 6.17315
H -0.55760 1.41258 -2.51327
C -0.92322 4.16191 4.19491
O 1.85933 -1.08294 3.18253
H -4.24501 3.76080 1.52635
Os 0.23568 -0.21151 -0.36060
C 2.19805 0.57265 1.50125
H 0.45985 2.27108 6.63518
S -1.88317 3.64616 1.71716
C 4.96860 -1.22524 -0.64494
O -1.80648 -0.44517 0.28011
S 3.02972 -0.81436 -2.47465
H -4.73029 -2.58296 -1.90242
H -4.34986 -0.17499 -5.42136
H -4.53722 1.41986 2.90917
H -2.86828 1.38019 -4.21110
H -5.44571 1.61711 0.69320
H -2.33323 0.95088 -1.80209
H 3.24775 0.35787 1.29872
O 3.24012 0.59135 -2.25547
H -4.63914 -0.73540 1.69409
C -0.44017 -4.19206 -2.17950
C -2.96248 0.28290 -2.36929
H 0.88215 0.71114 -2.83964
C -3.58106 3.19668 2.18354
H 2.16617 1.39792 2.21110
C -4.42955 1.22548 0.77923
C 5.73347 -3.65589 -1.75778
H -5.30236 -2.14041 -4.26588
C 6.35915 -3.19511 -0.58956
C -1.09214 3.16772 3.24028
```

ΔE to the lowest compared entry with this formula, charge and spin (kJ/mol): 134.9
Net charge: +1

***

(6)
Computed, not measured: a molecular structure, C3H11NO3, with ωB97M-V/def2-TZVPD.

```
18
Properties=species:S:1:pos:R:3
C -1.34255 0.35248 0.24600
H -2.43357 -1.46410 0.24726
H 1.96261 -1.40221 0.30579
H 3.87116 0.37875 -0.85801
O 3.18236 0.47708 -0.18420
H 1.08479 0.60872 0.58990
H -1.36484 -1.28234 1.64904
H -1.06126 0.11706 -1.83138
N 1.97652 0.13938 -0.88079
C -0.83895 0.81885 -1.02327
O 1.75186 -1.26179 -0.63389
H -1.17319 1.82805 -1.25515
H 0.53045 0.55739 1.16777
O -2.02876 1.23202 0.98019
C -1.45017 -1.09631 0.57635
H -2.29169 0.84550 1.82688
H -0.67088 -1.64979 0.05704
H 0.29611 0.80127 -0.97953
```

ΔE to the lowest compared entry with this formula, charge and spin (kJ/mol): 796.3

***

(7)
Computed, not measured: a molecular structure, C25H40CoN5O2S2Si2, with ωB97M-V/def2-TZVPD.

```
77
Properties=species:S:1:pos:R:3
C -1.61308 -3.42277 1.20207
C 2.40333 3.86807 4.72909
H 5.42177 -3.11692 -1.66291
H 1.48355 0.16317 3.56297
H 2.40644 1.43578 -4.64650
C 1.99974 2.89313 2.52758
H 2.15886 -1.11623 1.22621
C 3.36645 2.89224 4.96663
H 4.80474 -3.99955 -0.33437
H -0.88385 2.51777 -1.16730
O 0.41736 4.02708 1.15659
C -4.32120 0.66927 -0.61579
H -1.09775 -1.09181 -4.67033
H -2.44349 -0.80500 5.00814
H 3.90314 2.86728 5.90921
C 2.99349 1.90597 2.74575
C -1.74141 -0.62710 4.20167
H -1.47349 -4.42612 0.79219
C -2.69581 2.18253 1.43272
H 1.95447 0.59633 -6.14286
C -2.15537 -0.71943 2.88918
C 0.53993 0.30970 -3.09736
H 0.02655 2.49774 -4.58443
H -3.81059 -2.01382 -1.78350
H -3.18158 -0.95946 2.63971
S 3.53699 0.65177 1.64098
H -1.30676 -2.98890 -2.52283
H 0.10454 -2.18167 -1.83447
H -3.22201 3.08832 1.12111
C 1.95491 0.53115 -5.05344
H 4.40206 1.19695 4.18100
O 1.08245 2.02621 0.49203
H -2.47743 -3.45096 1.86944
H 2.56463 -0.31675 -4.74374
C -0.73355 -2.83461 -1.60341
N 1.80327 -1.75442 0.48935
H 0.98521 4.58559 3.28600
Si -1.86205 -2.18081 -0.21155
Si -2.55055 1.03298 -0.04685
H 1.08069 -2.36246 0.85999
C -0.42012 -0.29370 4.48294
C -3.59590 -2.55474 -0.86038
C 0.43907 -0.08668 3.42194
Co 0.58329 0.27182 0.05499
C 3.64545 1.95040 3.99919
H -1.70493 2.48985 1.77777
C -0.34460 1.56618 -5.01072
H -2.54832 2.97158 -1.54727
H -0.30271 1.63574 -6.09887
H -0.06300 -0.19191 5.49829
H -4.86968 0.04325 0.09032
C 0.50815 0.37455 -4.56633
H -0.74711 -3.18688 1.82692
S 3.53314 -1.27776 -2.16260
N 0.03340 -0.19141 2.15338
N 2.86657 -2.59431 0.10053
H 2.17571 4.62393 5.47102
H 3.29189 -3.07137 0.88493
C -1.24427 -0.47139 1.85361
C -0.09353 -0.94369 -5.06843
C -1.53026 -0.46753 0.38939
C 3.72977 -2.34283 -0.92055
C 1.74410 3.84890 3.51591
H -3.23273 1.74492 2.27589
H -0.31761 -3.80580 -1.32088
N 0.61118 0.16590 -1.96572
C -1.87012 2.12214 -1.41964
H -4.34661 0.17499 -1.58899
H -4.85835 1.61679 -0.71461
H -1.80887 1.59871 -2.37582
H -3.66533 -3.62474 -1.07859
H -1.38447 1.44414 -4.70867
N 4.85353 -3.12576 -0.83366
H -0.14832 -0.91425 -6.15797
C 1.10921 3.02394 1.30169
H -4.37506 -2.30237 -0.13907
H 0.52285 -1.79085 -4.76788
```

2S+1: 4
<S²>: 3.76
ΔE to the lowest compared entry with this formula, charge and spin (kJ/mol): 65.4
Net charge: -1

***

(8)
Computed, not measured: a molecular structure, C48H70N7O2PS2Sn, with ωB97M-V/def2-TZVPD.

```
131
Properties=species:S:1:pos:R:3
H -4.96959 -2.60348 -3.65209
C 0.76279 0.14410 4.28634
H 3.48713 -0.42968 4.29694
H 4.21316 0.74559 2.23237
H -3.05086 4.79840 -4.30525
H 5.24975 2.13269 1.92499
C 3.46638 1.37504 -4.82445
H -0.88538 -0.81265 5.30614
C 1.95004 0.99983 4.72728
H 1.41503 -1.38212 -3.07810
C 1.72946 2.27397 5.25492
C 0.39615 -3.71711 -2.25153
C -3.47418 -3.38490 -0.78287
C -5.68359 -0.24363 -1.58835
C 3.58960 -4.81036 1.24493
Sn -0.89440 -1.18855 -0.44214
H 1.91596 -1.12941 2.93835
S -0.36084 -4.43001 1.67876
C -0.86287 2.21555 -4.46939
H -3.20227 0.54806 2.02376
C 1.27998 -4.72541 -2.93104
C -3.48986 -1.19229 -2.02242
C 3.12288 -0.94836 -4.31984
H 2.73198 -0.18661 0.32342
C 3.86730 0.05079 -4.93660
C -0.63398 -2.98420 -3.03997
H 0.52415 -0.52710 6.34865
H 4.30511 -4.75600 2.07319
C -2.01619 3.93485 -2.62909
H 3.33936 3.54376 1.43994
N 1.50548 -3.96642 -0.27448
H -3.56153 1.22182 0.46151
H -2.58522 0.55137 4.41009
H 0.85545 3.86629 3.34695
H -1.13942 5.32107 3.65133
C 3.10272 0.66283 -0.25609
N 2.27586 -4.56274 1.78525
H -3.88299 2.18624 1.93053
H -3.96018 1.64250 4.29614
H -2.07225 -2.82027 -6.10423
C -4.53832 -3.27313 -2.90974
H -3.04946 1.52752 5.80409
N -4.08612 -2.52075 -1.76641
C 3.11795 2.48814 1.60449
H -1.98519 -0.13743 -3.04300
H -2.61073 -3.95143 -1.15992
H 5.21748 0.25334 0.06244
H -6.53515 0.25538 -2.06276
H -2.46507 4.60597 -1.90506
H -1.69960 4.96651 2.01919
C 1.57204 0.70190 -3.48849
H -1.19262 1.37540 0.70987
O -2.97154 -0.68162 -0.86450
C 1.98942 -0.62247 -3.59234
C -0.80912 5.06861 2.64257
H 1.67460 -4.32063 -3.86366
H 2.55463 4.07625 6.05966
C -1.12753 2.96061 -2.20869
H -0.24227 5.91974 2.25958
H -0.39076 -4.18036 -4.80101
C 4.32286 1.37155 5.08370
H -1.43041 3.03859 5.06427
H -3.29764 -1.01536 -5.02619
C -2.30385 -1.19178 -3.04965
O 2.37445 3.13621 -0.85799
C -4.18462 0.97615 -2.93772
H -1.78761 3.01493 0.85527
H 2.01424 2.73192 -4.00628
H 3.42785 -1.98527 -4.39902
H 4.05360 2.16164 -5.28519
C 2.31838 1.69746 -4.11286
H -3.53509 0.97185 -3.81154
H 3.82384 -4.00058 0.55270
H 0.18771 0.31691 2.17098
H -5.38955 0.34457 -0.70508
C 4.36625 1.59893 1.56789
C -0.04336 0.74454 3.14445
H 2.99277 -6.20489 -0.28190
H -5.07131 1.56206 -3.19749
H 2.54191 2.37175 2.52120
H 2.93169 0.45874 -1.30986
H 5.33923 1.00310 5.00446
H -3.65890 1.49219 -2.12198
H -0.42377 1.53074 -5.18560
C -0.90191 -3.35246 -4.33634
H -3.16274 -2.81750 0.09013
C -2.03297 2.64608 4.23892
C 0.38632 1.01669 -2.60499
H 2.09543 -4.99293 -2.26275
C -3.19859 1.47811 1.45578
H -3.73875 -3.85885 -3.38889
H -0.54615 0.80948 5.92162
H 4.76039 -0.20174 -5.49696
H 0.71458 -5.62791 -3.17627
C 3.72428 -6.14989 0.52342
H -5.98556 -1.23069 -1.24835
P -0.85901 2.18861 2.89654
C 1.18949 -4.26878 0.96281
H 4.84211 1.87839 -0.53230
C 3.26905 0.55864 4.67843
C -0.08981 -0.10823 5.54547
H -2.03286 3.24424 -5.94292
C -1.78508 2.03648 1.34827
H 3.54575 -6.98178 1.20883
H 1.99772 -5.09929 2.59041
H 4.72373 -6.26839 0.09566
S 2.06643 2.07929 0.15975
H -0.86887 2.84011 -1.16611
C -0.54053 2.09160 -3.12125
C -1.87730 -2.57853 -5.06202
C 1.22972 -1.22875 3.78388
H 0.50332 3.66703 1.64748
N 0.23377 0.44191 -1.50342
C -2.96199 1.52634 4.71678
C 4.51007 1.08147 0.13764
H -4.22103 -4.11672 -0.44847
N 0.48257 -3.41915 -1.01111
H 0.71413 2.63882 5.34186
C -1.76841 3.17869 -4.89350
C 0.03580 3.79447 2.63102
H -5.31700 -3.98061 -2.58917
H 1.73165 -1.80314 4.56857
N -4.60613 -0.36344 -2.55776
C 4.08328 2.64375 5.57322
H 0.37857 -1.80814 3.43174
N -1.23055 -1.95689 -2.42091
C 2.76900 3.08801 5.66811
H -2.61505 3.49439 3.87088
H 4.90325 3.28087 5.88152
C -2.55713 -1.58589 -4.47667
C -2.34443 4.04525 -3.97533
```

Electronic energy (eV): -102227.79075
Net charge: -2